C17H16N2O2S | the ωB97M-V functional and the def2-TZVPD basis

```
38
Properties=species:S:1:pos:R:3
C -3.80762 -1.02358 -5.34343
C -2.49041 -0.44026 -4.93160
C -1.62172 0.10453 -5.86837
C -0.40145 0.62181 -5.48128
C -0.01250 0.61426 -4.14813
O 1.20304 1.15392 -3.85487
C -0.88205 0.06025 -3.19304
N -0.45260 0.03535 -1.86075
C -1.13413 -0.00605 -0.71256
S -2.76128 -0.13453 -0.47493
N -0.35430 0.08116 0.44183
C 0.98374 0.34706 0.55068
O 1.69905 0.52794 -0.43177
C 1.52676 0.42104 1.90835
C 0.96418 -0.08116 3.01652
C 1.51676 -0.03669 4.35654
C 0.84624 -0.71685 5.37840
C 1.32719 -0.70619 6.67267
C 2.48683 -0.01124 6.97572
C 3.16036 0.67233 5.97500
C 2.68430 0.66130 4.67931
C -2.10388 -0.46022 -3.60090
H -4.53817 -0.92582 -4.54441
H -4.18748 -0.52965 -6.23455
H -3.69286 -2.08454 -5.56807
H -1.90160 0.12842 -6.91092
H 0.27707 1.05104 -6.20111
H 1.37482 1.20495 -2.90569
H 0.55831 0.13682 -1.70918
H -0.90619 0.02216 1.28782
H 2.50264 0.88295 1.93666
H 0.01590 -0.60313 2.95170
H -0.05922 -1.26053 5.14847
H 0.79712 -1.23893 7.44801
H 2.86388 -0.00030 7.98724
H 4.06263 1.21754 6.20908
H 3.21850 1.20321 3.91498
H -2.76186 -0.88837 -2.86340
```

SMILES = Cc1ccc(O)c(NC(=S)NC(=O)/C=C/c2ccccc2)c1
spin multiplicity = 1
E_LUMO = -0.73 eV
E_tot = -1315.61588 hartree
HOMO level = -8.017 eV
maximum force = 1.0 eV/Å

---

C3H2F5NO4 | the ωB97M-V functional and the def2-TZVPD basis

```
15
Properties=species:S:1:pos:R:3
O -1.17802 1.39284 -0.74874
N -0.95650 1.04686 0.41138
O -0.39574 2.00857 1.27781
C -1.14254 -0.08531 1.01014
F -1.83358 -1.09646 0.58696
F -0.72269 -0.20706 2.25343
H -0.04868 2.49602 0.57875
O 1.44748 0.19293 1.17479
C 1.29904 -0.92304 0.74261
O 0.70917 -1.29470 -0.34753
C 1.72705 -2.13522 1.62979
F 3.03257 -2.13523 1.85554
F 1.10439 -2.13194 2.78783
F 1.29358 -3.22476 0.97752
H 0.78518 -2.20332 -0.60446
```

SMILES = [O-][N+](O)=C(F)F.O=C(O)C(F)(F)F
spin multiplicity = 1
E_LUMO = 0.36 eV
E_tot = -970.40425 hartree
HOMO level = -9.128 eV
maximum force = 3.3 eV/Å

---

C39H62N4O22S | the ωB97M-V functional and the def2-TZVPD basis

```
128
Properties=species:S:1:pos:R:3
C -6.72234 -3.28279 1.62168
C -7.07721 -2.02358 0.82031
O -5.88233 -1.88645 0.00699
C -4.86327 -2.52311 0.58422
O -3.73801 -2.41620 0.23134
O -5.28687 -3.31817 1.58212
H -7.03443 -4.17432 1.07268
H -7.07834 -3.28391 2.64575
H -7.01556 -1.12907 1.44424
H -7.96758 -2.06250 0.20773
C 2.07658 6.15170 2.36589
C 0.75316 6.27179 1.59158
O 0.30560 4.89102 1.63688
C 1.24561 4.08223 2.13522
O 1.11277 2.90844 2.21806
O 2.39009 4.76177 2.28149
H 1.99359 6.48662 3.39803
H 2.90123 6.63083 1.84146
H 0.87314 6.44553 0.52151
H -0.01595 6.92514 1.98776
C 4.12165 -0.04420 -4.16089
C 3.14726 1.06527 -4.60277
O 3.47171 1.24610 -5.96143
C 4.59291 0.55518 -6.30129
O 5.06480 0.55514 -7.38289
O 5.03239 -0.19872 -5.26320
H 3.68310 -1.03722 -4.06922
H 4.59857 0.23744 -3.22517
H 3.39981 1.89656 -3.94739
H 2.16206 0.65045 -4.40957
C 3.63023 5.12551 -1.88819
C 3.64061 3.90836 -0.95558
O 4.12131 4.61896 0.21577
C 5.12987 5.40462 -0.25159
O 6.04372 5.76110 0.39385
O 4.85837 5.74032 -1.54081
H 2.75446 5.65539 -1.49542
H 3.45677 4.84697 -2.92267
H 4.26280 3.04028 -1.18406
H 2.63387 3.54303 -0.76374
C 7.22556 -0.55514 1.09892
C 7.48085 0.82243 0.48795
O 6.31297 1.02143 -0.31060
C 5.33990 0.16969 0.07299
O 4.23683 0.17274 -0.33595
O 5.79958 -0.66885 1.02493
H 7.55872 -0.61797 2.13074
H 7.59474 -1.39389 0.51018
H 8.38168 0.74849 -0.11211
H 7.44373 1.61609 1.22926
C 2.83202 -4.45608 1.42708
C 4.35501 -4.52594 1.32884
O 4.64843 -3.85475 0.10026
C 3.54205 -3.14866 -0.24906
O 3.43038 -2.60072 -1.29148
O 2.57568 -3.26035 0.68083
H 2.65927 -4.36630 2.49818
H 2.16553 -5.24820 1.09077
H 4.79123 -5.52373 1.26412
H 4.83117 -4.07277 2.20069
C -3.90137 1.29768 5.86213
C -2.68646 1.14255 4.96994
O -3.17155 1.25294 3.64893
C -4.53017 1.37834 3.68746
O -5.23700 1.43105 2.73820
O -4.99852 1.29543 4.94788
H -3.98544 2.22275 6.43930
H -4.03926 0.53381 6.62914
H -2.09296 0.27222 5.24860
H -2.02436 1.97922 5.20909
C -1.53651 -0.12025 1.40843
C -0.60142 -0.58092 0.31452
C 0.80395 0.05932 0.34704
C 1.15416 0.85334 -0.82214
N 1.48852 1.47137 -1.72702
H -1.00806 0.10641 2.33076
H -2.33541 -0.82382 1.68478
H -2.28853 0.61721 1.10800
H -1.00837 -0.52966 -0.69431
H -0.43249 -1.64386 0.50554
H 1.54930 -0.70741 0.53797
H 0.91044 0.90190 1.04841
C -4.41446 0.44768 -3.30938
C -3.14468 -0.42195 -3.16722
C -2.17180 -0.22528 -4.33744
C -2.79971 -0.25504 -5.64748
N -3.35494 -0.29928 -6.65737
H -4.98903 0.71044 -2.42473
H -5.15465 -0.07537 -3.92499
H -4.08479 1.30926 -3.89562
H -3.48393 -1.41860 -2.88339
H -2.67338 -0.02548 -2.26113
H -1.37965 -0.96144 -4.18119
H -1.66200 0.72442 -4.16566
C -0.01781 -4.30294 3.69097
C -0.96745 -3.27339 3.06431
C -2.41272 -3.57084 3.47186
C -2.62710 -4.03550 4.84624
N -2.79927 -4.31633 5.94558
H -0.12476 -5.29473 3.24394
H -0.16202 -4.46503 4.76080
H 1.01942 -3.99287 3.58376
H -0.85604 -3.33199 1.98345
H -0.57071 -2.30012 3.35779
H -2.71482 -4.39164 2.81781
H -3.07829 -2.72551 3.30472
C 0.64343 -3.66212 -3.06369
C -0.78055 -4.08848 -3.41241
C -1.73502 -3.76963 -2.26597
C -1.44557 -4.57839 -1.06913
N -1.33956 -5.21430 -0.12104
H 1.39695 -3.97029 -3.78285
H 0.87140 -3.98945 -2.04855
H 0.64225 -2.56724 -3.03393
H -0.84943 -5.14456 -3.69440
H -1.02419 -3.65996 -4.39098
H -2.70608 -4.23305 -2.48149
H -1.82091 -2.71772 -2.01266
C -3.69161 3.34839 0.41533
S -3.89415 4.59476 -0.88194
O -3.44301 5.88465 -0.27869
C -2.50000 4.09540 -1.89868
H -4.54148 3.50593 1.08173
H -2.82137 3.57209 1.03733
H -3.64576 2.30834 0.10315
H -1.61799 4.19923 -1.27692
H -2.48091 4.83397 -2.69714
H -2.60178 3.05131 -2.19062
```

spin multiplicity = 1
E_LUMO = 0.18 eV
E_tot = -3795.68950 hartree
HOMO level = -8.937 eV
maximum force = 2.4 eV/Å

---

C23H26As2ClNiO2 | the ωB97M-V functional and the def2-TZVPD basis

```
55
Properties=species:S:1:pos:R:3
Ni -7.28671 1.88066 13.22456
C -9.06339 0.24117 10.75354
C -8.68080 -0.18316 12.03262
C -9.02273 0.52623 13.17416
C -9.90780 1.62934 13.10517
C -10.25165 2.06970 11.81312
C -9.86776 1.34754 10.67007
H -8.74579 -0.23426 9.80991
H -8.01671 -1.02275 12.15665
H -8.79881 0.11248 14.11838
H -10.18542 2.32370 13.97500
H -10.72518 3.05502 11.69693
H -10.12844 1.67943 9.69000
C -8.93008 5.07354 14.31220
As -7.44307 4.36211 13.36199
C -5.96727 5.33254 14.04730
C -7.85318 4.75861 11.43979
C -8.87791 5.68395 11.11650
C -9.40068 5.78730 9.81087
C -8.84258 5.10370 8.72177
C -7.83864 4.14645 9.07700
C -7.42081 3.91833 10.38087
As -6.31020 2.40710 10.89093
C -4.56241 3.30352 11.23289
C -6.14852 1.24358 9.34676
H -9.84554 4.53654 14.07082
H -8.98607 6.13390 14.07624
H -8.67389 5.03828 15.36072
H -6.10799 6.39951 14.14531
H -5.11688 5.05505 13.46333
H -5.78020 4.95639 15.06038
H -9.42491 6.39391 11.79997
H -10.17673 6.50418 9.68233
H -9.24908 5.26658 7.74619
H -7.54152 3.45960 8.34940
H -4.79747 4.33695 10.96491
H -3.85658 2.89148 10.52599
H -4.32240 3.20163 12.36373
H -5.69923 1.80490 8.55198
H -7.09455 0.80138 9.06831
H -5.48969 0.44290 9.78602
Cl -2.76031 0.92060 20.06805
C -3.71630 1.09740 18.63766
C -5.06786 1.33614 18.77247
C -5.85072 1.36467 17.60553
C -5.26987 1.25934 16.38110
C -3.85538 1.24098 16.23616
C -3.12290 1.13720 17.38113
C -6.00466 1.60191 15.17157
O -5.44153 1.58947 14.02893
O -7.23231 1.94040 15.20791
H -5.52796 1.43714 19.72109
H -6.93347 1.46741 17.65971
H -3.31820 1.15404 15.23056
H -2.02761 0.92719 17.36873
```

spin multiplicity = 3
E_LUMO (alpha / beta) = -2.42 / -3.56 eV
E_tot = -7482.32060 hartree
charge = +1
HOMO level (alpha / beta) = -11.160 / -11.499 eV
maximum force = 2.9 eV/Å

---

Q: Among the records above, which one has the lowest maximum force?
A: C17H16N2O2S